# 1
Computed, not measured: C6H12O as an isolated structure, with ωB97M-V/def2-TZVPD.

The geometry in XYZ format:
```
19
Properties=species:S:1:pos:R:3:forces:R:3
C 2.20802 0.68264 0.21856 -0.10 -0.05 0.02
C 1.25341 0.84499 -0.91932 0.22 0.12 -0.08
O 0.48423 -1.42546 -0.55239 -0.01 0.08 0.02
C -0.36109 -1.61119 0.44807 -0.18 -0.05 0.15
C -1.47765 -0.44476 0.54332 0.07 -0.07 0.09
C -2.02436 -0.04021 -0.79895 -0.11 -0.02 -0.18
C -1.13672 0.84293 -0.00493 0.04 0.05 0.06
H 3.20422 0.96131 -0.15387 -0.09 -0.03 0.06
H 1.97721 1.33497 1.06790 0.01 -0.08 -0.18
H 2.21932 -0.36368 0.52627 0.06 0.16 -0.03
H 1.33150 0.12672 -1.72307 -0.02 0.08 0.09
H 1.09495 1.87767 -1.25242 -0.09 -0.22 0.11
H -0.98462 -2.52651 0.35675 0.11 0.13 0.06
H 0.10534 -1.61053 1.46165 -0.05 -0.01 -0.14
H -2.07600 -0.49620 1.44952 0.06 0.01 -0.18
H -1.54375 -0.58207 -1.61625 -0.08 0.11 0.11
H -3.06118 0.24692 -0.95399 0.18 0.00 0.08
H -0.00949 0.74657 -0.44246 -0.05 -0.01 0.00
H -1.31854 1.83892 0.38369 0.03 -0.18 -0.06
```
Positions in Å, forces in eV/Å.

Summary:
ΔE to the lowest compared entry with this formula, charge and spin in kJ/mol: 577.28
Net charge: 0
Total energy in eV: -8458.37089
Lowest unoccupied orbital energy (spin up / spin down) in eV: -0.900 / -0.902

=====

# 2
Computed, not measured: a 2-piece molecular cluster, C10H16 overall, with ωB97M-V/def2-TZVPD.

The geometry in XYZ format:
```
26
Properties=species:S:1:pos:R:3:forces:R:3
C 0.23566 -0.74321 -1.45053 0.37 -0.51 -0.14
C -0.25529 -0.68115 -2.90718 -0.12 0.25 -0.31
C 0.38647 0.56769 -0.76346 -0.41 -0.53 -0.52
C -0.69856 1.20006 -0.08524 0.43 0.33 0.01
C 1.61780 1.26861 -0.86832 -0.32 0.50 -0.10
C -0.52786 2.45144 0.46103 0.10 -0.11 0.59
C 1.74764 2.52783 -0.34648 0.52 0.43 0.76
C 0.69893 3.15680 0.38198 -0.18 -0.35 -0.34
H -0.41525 -1.43503 -0.90440 -0.32 0.11 0.11
H 1.20266 -1.28287 -1.45218 0.01 0.28 -0.05
H 0.05408 -1.54440 -3.51627 -0.13 -0.08 0.22
H -1.67152 0.72538 0.00988 0.11 -0.19 -0.05
H 2.43384 0.88059 -1.46819 0.01 -0.28 0.10
H -1.32339 2.85989 1.07480 -0.17 0.12 -0.11
H 2.72059 3.02471 -0.39546 -0.19 -0.06 -0.13
H 0.84119 4.06105 0.95743 0.08 0.10 -0.18
H 0.14336 0.20515 -3.40454 0.11 0.03 0.05
H -1.34619 -0.58451 -2.96081 0.08 -0.08 0.04
C -0.02902 -1.91830 1.96697 0.57 -0.05 0.60
C -1.44668 -2.20341 2.44020 -0.21 -0.21 -0.34
H 0.13795 -2.35439 0.98152 0.11 0.03 0.09
H 0.29142 -0.87377 1.92919 -0.55 0.07 -0.13
H 0.66208 -2.36985 2.69103 0.05 -0.22 -0.29
H -1.62275 -1.97337 3.49411 0.08 0.15 -0.10
H -1.64496 -3.27410 2.30350 -0.02 0.07 0.14
H -2.19220 -1.69085 1.83141 0.00 0.17 0.08
```
Positions in Å, forces in eV/Å.

Summary:
ΔE to the lowest compared entry with this formula, charge and spin in kJ/mol: 14.50
2S+1: 2
Net charge: -1
Total energy in eV: -10628.16039
Expectation value of S²: 0.758
Lowest unoccupied orbital energy (spin up / spin down) in eV: 3.973 / 3.708

=====

# 3
Computed, not measured: C3H9B as an isolated structure, with ωB97M-V/def2-TZVPD.

The geometry in XYZ format:
```
13
Properties=species:S:1:pos:R:3:forces:R:3
B -0.76768 1.32013 0.68384 -0.02 -2.52 -1.40
C -0.48171 -0.54942 -1.18413 -0.99 2.36 0.39
C 1.29539 -0.48440 0.46096 -0.84 1.05 -0.09
C -0.01494 0.13982 0.00874 -0.61 0.31 2.04
H -0.16778 2.04436 1.34198 0.33 0.52 1.17
H -1.82342 1.54578 0.19552 -0.18 0.47 -0.23
H 0.09437 -0.05292 -1.93114 -0.16 0.64 -1.27
H -1.52277 -0.61928 -1.28830 -1.61 1.12 -0.69
H -0.23650 -1.50548 -1.27731 1.73 -4.32 0.12
H 1.13532 -0.77571 1.46666 0.03 -0.85 0.96
H 1.63038 -1.27110 -0.18418 -0.03 -0.66 -0.10
H 2.08936 0.21313 0.53642 0.74 1.07 -0.08
H -1.23002 -0.00490 1.17095 1.60 0.80 -0.83
```
Positions in Å, forces in eV/Å.

Summary:
ΔE to the lowest compared entry with this formula, charge and spin in kJ/mol: 174.03
Net charge: 0
Total energy in eV: -3930.47270
Lowest unoccupied orbital energy in eV: 0.646

=====

# 4
Computed, not measured: C19H17LuN2 as an isolated structure, with ωB97M-V/def2-TZVPD.

The geometry in XYZ format:
```
39
Properties=species:S:1:pos:R:3:forces:R:3
C 2.25967 -0.78298 -2.19131 -1.53 -0.05 -0.02
C 1.36400 -1.12176 -3.14625 0.19 0.64 0.98
H 2.32837 -1.35717 -1.26269 0.37 -0.03 -0.42
H 2.84045 0.12026 -2.29284 0.36 0.03 0.01
H 1.19663 -0.47607 -4.00162 0.23 -0.24 -0.22
H 0.75620 -2.01619 -3.06016 0.14 -0.01 -0.08
Lu -0.12995 0.94980 -1.20736 0.34 -4.17 1.06
C 0.77955 3.12110 -1.36573 -0.07 0.55 -0.69
C 0.94790 2.51088 -2.64645 -0.63 0.90 -0.18
C -1.32315 2.69668 -2.22946 0.23 0.45 -0.55
C -0.62288 3.21825 -1.10281 0.13 0.93 -0.21
H 1.88855 2.32502 -3.14911 -0.08 0.04 0.06
H -0.53944 1.84356 -4.17380 -0.13 -0.01 0.13
H -2.40413 2.64674 -2.35033 0.26 0.04 0.06
C -0.35389 2.25436 -3.18895 0.32 0.92 0.33
H -1.07377 3.61290 -0.18890 0.11 -0.05 -0.44
H 1.59450 3.47775 -0.74034 -0.23 -0.09 -0.11
C 0.70529 1.98294 3.17895 0.16 -0.16 0.19
C 0.62401 2.03149 1.78840 -0.65 -1.10 -0.15
N 0.18195 0.96720 1.07357 0.50 0.38 0.22
C -0.08537 -0.22594 1.70250 0.06 0.52 0.30
C 0.10898 -0.36383 3.10073 -0.34 -0.40 -1.04
C 0.48045 0.77939 3.83168 0.03 0.22 -0.27
C -0.14311 -1.64991 3.69193 -0.44 -0.93 -0.13
C -0.61940 -2.71170 2.94992 0.49 0.50 0.86
C -0.89117 -2.58444 1.54610 0.41 1.08 -0.07
C -1.44364 -3.61608 0.76424 -0.03 0.16 -0.21
C -1.71762 -3.39658 -0.57719 0.10 -0.06 -0.04
C -1.42582 -2.15178 -1.14582 0.29 0.72 1.16
N -0.92994 -1.13508 -0.39677 0.32 -0.38 -0.52
C -0.61268 -1.33531 0.91948 -0.75 -0.56 -0.05
H 0.95727 2.89210 3.71531 0.08 -0.23 0.02
H 0.88873 2.92679 1.22379 -0.21 -0.28 0.32
H 0.57785 0.68192 4.90804 0.01 0.19 -0.06
H 0.02925 -1.75353 4.76956 -0.08 -0.08 -0.48
H -0.80109 -3.68759 3.41744 0.07 0.52 -0.10
H -1.64847 -4.57301 1.24686 -0.03 0.21 -0.26
H -2.15192 -4.16900 -1.20436 0.10 0.06 0.16
H -1.59218 -1.93119 -2.20629 -0.10 -0.20 0.44
```
Positions in Å, forces in eV/Å.

Summary:
ΔE to the lowest compared entry with this formula, charge and spin in kJ/mol: 0.00
Net charge: +2
Total energy in eV: -56566.09026
Lowest unoccupied orbital energy in eV: -7.382